DFT (ωB97M-V with the def2-TZVPD basis set) results for the molecule F2H3N2P.

Structure (ORCA input):
```
! wB97M-V def2-TZVPD RIJCOSX def2/J DEFGRID3
* xyz 0 1
N -1.412 -0.392 0.042
N -0.553 0.622 -0.281
F 2.105 1.267 -0.408
F 1.516 -1.068 0.085
P 1.347 0.427 0.722
H -0.945 -1.256 0.155
H -2.030 -0.190 0.897
H -0.029 0.591 -1.212
*
```

Energy above the lowest of the compared OMol25 structures with the same formula, charge and spin (eV): 1.1106
Frontier orbital gap (eV): 9.086
HOMO (eV): -8.55
SMILES string: NNP(F)F

DFT (ωB97M-V with the def2-TZVPD basis set) results for the molecule C5H11NO4.

Structure (ORCA input):
```
! wB97M-V def2-TZVPD RIJCOSX def2/J DEFGRID3
* xyz 0 1
C 0.560 1.990 -1.749
C -1.283 -1.635 -0.069
C -0.772 -0.334 2.052
C -0.280 0.758 -1.451
C -0.521 -0.504 0.572
N 2.162 -0.442 0.854
O 2.006 0.603 1.411
O 3.199 -0.960 0.567
O -0.470 0.678 -0.034
O 1.102 -1.146 0.486
H 0.057 2.886 -1.398
H 1.520 1.918 -1.245
H 0.727 2.068 -2.820
H -0.976 -1.806 -1.096
H -2.339 -1.368 -0.053
H -1.135 -2.548 0.496
H -0.074 0.390 2.465
H -0.667 -1.286 2.564
H -1.784 0.043 2.192
H 0.233 -0.138 -1.813
H -1.263 0.831 -1.932
*
```

Energy above the lowest of the compared OMol25 structures with the same formula, charge and spin (eV): 5.3878
Frontier orbital gap (eV): 10.960
HOMO (eV): -10.28
SMILES string: CCOC(C)(C)O[N+](=O)[O-]

DFT (ωB97M-V with the def2-TZVPD basis set) results for a structure of composition C33H29CaN5S6.

Structure (ORCA input):
```
! wB97M-V def2-TZVPD RIJCOSX def2/J DEFGRID3
* xyz 0 1
Ca 1.236 -0.966 -0.940
S -0.750 -1.235 0.959
C -1.364 -2.848 0.571
C -0.393 -3.931 0.610
C -0.814 -5.182 0.195
C -2.116 -5.468 -0.237
C -2.989 -4.471 -0.202
C -2.652 -3.169 0.116
S 2.145 -3.098 -2.289
C 1.091 -2.487 -3.635
C 1.647 -1.135 -3.997
C 2.708 -1.062 -4.862
C 3.150 0.177 -5.271
C 2.487 1.288 -4.747
C 1.460 1.135 -3.837
C 0.826 2.234 -3.102
S 1.244 2.034 -1.286
C 3.032 2.251 -1.343
C 3.582 3.266 -2.135
C 4.876 3.720 -1.886
C 5.625 3.141 -0.842
C 5.097 2.089 -0.117
C 3.788 1.585 -0.374
S 3.177 0.161 0.518
N 1.058 -0.079 -3.446
H 0.577 -3.795 0.992
H 0.031 -5.903 0.116
H -2.463 -6.481 -0.459
H -4.040 -4.605 -0.390
H 0.030 -2.328 -3.336
H 1.028 -3.126 -4.505
H 3.150 -1.990 -5.223
H 3.969 0.282 -5.914
H 2.846 2.246 -5.055
H -0.244 2.071 -3.071
H 1.177 3.242 -3.390
H 2.994 3.734 -2.946
H 5.265 4.597 -2.380
H 6.649 3.471 -0.687
H 5.613 1.577 0.668
C -3.770 -3.054 2.924
N -3.621 -1.648 2.616
C -3.247 -0.671 3.587
C -3.217 0.492 2.957
N -3.480 0.247 1.625
C -3.662 -1.065 1.429
S -3.873 -1.878 -0.111
C -3.299 1.164 0.599
C -2.248 2.052 0.582
C -2.217 2.986 -0.462
C -3.133 2.872 -1.491
C -4.058 1.810 -1.416
N -4.135 0.988 -0.385
H -4.221 -3.124 3.913
H -2.845 -3.637 2.886
H -4.455 -3.523 2.264
H -3.049 -0.926 4.631
H -2.991 1.500 3.241
H -1.447 2.012 1.325
H -1.420 3.727 -0.491
H -3.135 3.584 -2.300
H -4.714 1.618 -2.233
S 0.772 3.323 2.176
C 0.701 2.140 3.325
N 1.657 1.132 3.366
C 1.665 0.135 4.296
C 0.706 0.088 5.251
C -0.308 0.999 5.234
C -0.283 2.038 4.362
H 2.359 1.146 2.653
H 2.491 -0.532 4.180
H 0.841 -0.686 6.041
H -1.082 0.923 6.040
H -1.016 2.823 4.542
*
```

Energy above the lowest of the compared OMol25 structures with the same formula, charge and spin (eV): 1.9600
Frontier orbital gap (eV): 6.987
HOMO (eV): -6.88

DFT (ωB97M-V with the def2-TZVPD basis set) results for the molecule C20H17ClIN5O2S2.

Structure (ORCA input):
```
! wB97M-V def2-TZVPD RIJCOSX def2/J DEFGRID3
* xyz 0 1
O 0.814 2.895 -2.690
Cl -3.366 -1.599 1.371
I -4.046 4.925 -5.048
N 3.786 0.035 -0.027
N 2.645 -0.276 -0.849
N -1.649 -0.111 -1.888
O 4.530 2.160 4.476
S 2.451 2.238 -0.187
S 4.934 1.903 1.458
C 0.098 2.011 -2.136
C 3.763 1.237 0.313
C 1.811 0.790 -0.978
C -0.332 -0.233 -1.523
C -0.873 -2.226 2.345
C -1.569 0.004 2.617
C -3.893 2.001 -3.611
C -3.432 0.957 -2.808
C -1.835 3.186 -3.367
C 0.476 -1.930 2.709
C -0.375 0.395 3.020
C -1.883 -1.281 2.195
C -3.139 3.130 -3.882
C -2.172 1.009 -2.398
C -1.304 2.091 -2.599
C 0.721 -0.585 3.043
N 0.532 0.857 -1.538
N 2.026 -0.355 3.361
C 0.134 -1.523 -0.849
C 4.979 0.489 2.768
C 2.610 0.918 3.990
C 4.121 0.850 4.055
H 4.382 2.812 3.756
H -1.180 -3.271 2.124
H -2.435 0.754 2.496
H -4.898 1.825 -3.981
H -3.960 0.028 -2.617
H -1.332 4.057 -3.678
H 1.284 -2.722 2.758
H -0.124 1.385 3.273
H 2.651 -1.152 3.272
H -0.839 -2.042 -0.771
H 0.606 -1.313 0.123
H 0.998 -1.978 -1.267
H 5.993 0.334 3.146
H 4.670 -0.422 2.299
H 2.232 1.217 4.973
H 2.353 1.719 3.267
H 4.434 0.205 4.884
*
```

Energy above the lowest of the compared OMol25 structures with the same formula, charge and spin (eV): 0.7483
Frontier orbital gap (eV): 7.299
HOMO (eV): -7.92
SMILES string: Cc1nc2ccc(I)cc2c(=O)n1-c1nnc(SC[C@@H](O)CNc2ccc(Cl)cc2)s1

DFT (ωB97M-V with the def2-TZVPD basis set) results for a cluster of 2 separate species, C10H15N3O in total.

Structure (ORCA input):
```
! wB97M-V def2-TZVPD RIJCOSX def2/J DEFGRID3
* xyz 0 1
C -3.885 -1.363 -0.972
C -2.241 -1.653 0.529
C 3.692 -0.614 -0.916
C 2.849 -1.823 -1.102
C -0.335 0.957 0.877
C -1.123 1.795 -0.138
C 2.936 -1.177 0.209
C -1.016 0.352 -0.342
C -2.322 2.550 0.434
C 2.653 -0.888 1.451
N -3.080 -0.408 -1.169
N -3.410 -2.155 0.086
N -2.154 -0.494 -0.231
O -1.466 -2.149 1.272
H -4.680 -1.510 -1.557
H 4.791 -0.752 -0.913
H 3.652 0.440 -1.236
H 1.949 -1.620 -1.687
H 3.248 -2.726 -1.318
H 0.768 1.077 1.068
H -0.948 0.805 1.847
H -0.456 2.489 -0.737
H -2.901 1.860 1.054
H -3.101 2.785 -0.228
H -2.063 3.416 0.912
H 2.101 -1.651 2.049
H 3.048 0.029 1.725
H -0.204 0.119 -0.964
H -4.063 -2.756 0.473
*
```

Energy above the lowest of the compared OMol25 structures with the same formula, charge and spin (eV): 3.9950
Frontier orbital gap (eV): 9.558
HOMO (eV): -8.76
SMILES string: C[C@H]1C[C@H]1n1nc[nH]c1=O.C=C1CC1

DFT (ωB97M-V with the def2-TZVPD basis set) results for the molecule C4H4FP.

Structure (ORCA input):
```
! wB97M-V def2-TZVPD RIJCOSX def2/J DEFGRID3
* xyz 0 3
C -0.698 -1.106 -0.008
C 0.710 -0.976 0.063
C 0.381 1.999 0.262
C -1.414 0.013 0.095
F -2.703 0.222 -0.092
P 1.240 0.633 -0.212
H -1.155 -2.091 -0.034
H 1.392 -1.807 0.039
H -0.275 2.486 -0.441
H 2.524 0.627 0.329
*
```

Energy above the lowest of the compared OMol25 structures with the same formula, charge and spin (eV): 3.1004
Frontier orbital gap (alpha / beta) (eV): 6.405 / 6.275
⟨S²⟩: 2.123
HOMO (alpha / beta) (eV): -7.29 / -7.98

DFT (ωB97M-V with the def2-TZVPD basis set) results for a cluster of 2 separate species, C4H10NO3 in total.

Structure (ORCA input):
```
! wB97M-V def2-TZVPD RIJCOSX def2/J DEFGRID3
* xyz -1 1
O -1.518 -1.529 -1.015
C -0.666 -1.008 -0.229
N 0.592 -1.299 -0.483
C 1.864 -0.371 -0.374
O 1.608 0.767 -0.864
C -1.234 -0.486 1.007
C -0.692 0.712 1.711
H 0.597 -1.759 -1.401
H 2.604 -0.996 -0.935
H 2.121 -0.415 0.748
H -2.171 -0.273 0.704
H -1.293 -1.285 1.753
H -1.326 1.062 2.619
H -0.394 1.584 1.058
H 0.429 0.389 2.067
H 0.382 2.051 -1.797
H -0.571 0.943 -2.091
O -0.332 1.915 -2.477
*
```

Energy above the lowest of the compared OMol25 structures with the same formula, charge and spin (eV): 2.9262
Frontier orbital gap (eV): 7.747
HOMO (eV): -3.83

DFT (ωB97M-V with the def2-TZVPD basis set) results for a cluster of 14 separate species, C64H167N11O24 in total.

Structure (ORCA input):
```
! wB97M-V def2-TZVPD RIJCOSX def2/J DEFGRID3
* xyz 0 1
C 12.728 -16.402 -19.016
C 12.284 -17.378 -20.104
C 11.699 -18.686 -19.525
O 11.625 -19.879 -20.380
C 11.297 -20.968 -19.590
N 11.372 -16.680 -20.949
H 11.813 -16.170 -18.472
H 13.147 -15.503 -19.469
H 13.383 -16.944 -18.335
H 13.127 -17.698 -20.716
H 10.753 -18.471 -19.028
H 12.362 -18.939 -18.698
H 11.022 -21.740 -20.310
H 10.407 -20.801 -18.983
H 12.088 -21.301 -18.919
H 10.914 -17.429 -21.450
H 10.747 -16.179 -20.334
C 11.480 -22.887 -27.778
C 10.095 -22.217 -27.709
C 10.110 -20.687 -27.880
O 11.125 -20.207 -26.954
C 11.450 -18.854 -27.180
N 9.397 -22.853 -28.806
H 12.186 -22.458 -27.067
H 11.984 -22.850 -28.744
H 11.364 -23.910 -27.420
H 9.582 -22.460 -26.778
H 9.110 -20.296 -27.692
H 10.320 -20.399 -28.910
H 10.718 -18.094 -26.907
H 11.673 -18.574 -28.210
H 12.295 -18.580 -26.549
H 9.953 -22.621 -29.616
H 9.383 -23.860 -28.741
C 4.462 -14.930 -19.980
C 5.345 -14.838 -21.234
C 6.353 -13.659 -21.074
O 5.596 -12.493 -21.132
C 6.411 -11.353 -21.325
N 6.119 -16.121 -21.334
H 3.744 -15.748 -20.032
H 4.004 -13.959 -19.790
H 5.044 -15.119 -19.079
H 4.779 -14.651 -22.146
H 7.074 -13.734 -21.888
H 6.975 -13.803 -20.190
H 5.707 -10.548 -21.531
H 7.015 -11.456 -22.226
H 6.947 -11.007 -20.441
H 5.527 -16.872 -21.659
H 6.276 -16.494 -20.409
C 18.053 -18.725 -14.386
C 18.757 -17.878 -15.451
C 17.792 -17.238 -16.412
O 16.908 -18.217 -17.016
C 16.073 -17.585 -18.009
N 19.639 -16.854 -14.833
H 17.404 -18.148 -13.727
H 18.674 -19.232 -13.647
H 17.457 -19.506 -14.857
H 19.405 -18.563 -16.000
H 18.433 -16.804 -17.180
H 17.233 -16.399 -15.997
H 15.272 -16.981 -17.583
H 15.550 -18.320 -18.622
H 16.573 -16.933 -18.725
H 20.265 -16.455 -15.518
H 19.164 -16.095 -14.366
C 6.146 -24.132 -22.460
C 6.100 -23.238 -23.699
O 7.300 -23.378 -24.482
O 5.193 -23.663 -21.509
H 7.174 -24.121 -22.099
H 5.816 -25.111 -22.807
H 5.916 -22.176 -23.538
H 5.188 -23.418 -24.268
H 7.136 -23.374 -25.427
H 5.337 -22.745 -21.267
C 7.839 -17.725 -17.989
C 8.606 -16.355 -18.028
O 8.919 -15.971 -19.316
O 6.638 -17.547 -18.729
H 7.709 -18.052 -16.958
H 8.432 -18.489 -18.493
H 9.574 -16.604 -17.595
H 8.150 -15.532 -17.478
H 8.074 -15.910 -19.768
H 6.046 -18.270 -18.509
C 10.983 -25.876 -23.956
C 10.880 -24.333 -24.103
O 11.649 -23.686 -22.982
O 12.252 -26.426 -24.235
H 10.219 -26.303 -24.605
H 10.812 -26.059 -22.896
H 9.864 -23.967 -23.951
H 11.349 -23.994 -25.026
H 11.519 -22.743 -23.101
H 12.833 -25.976 -23.617
C 7.503 -17.931 -28.367
O 8.150 -17.461 -27.194
C 7.299 -16.663 -26.384
C 8.071 -16.336 -25.062
N 9.407 -15.745 -25.305
C 9.994 -15.460 -23.976
C 11.421 -14.895 -24.106
O 12.394 -15.684 -24.735
C 12.816 -16.876 -24.052
H 6.893 -17.192 -28.887
H 6.895 -18.810 -28.157
H 8.271 -18.242 -29.075
H 6.395 -17.210 -26.118
H 6.965 -15.799 -26.958
H 8.223 -17.239 -24.470
H 7.473 -15.737 -24.375
H 10.007 -16.306 -25.893
H 9.881 -16.321 -23.318
H 9.378 -14.680 -23.528
H 11.724 -14.606 -23.100
H 11.282 -13.939 -24.611
H 13.668 -17.266 -24.609
H 12.047 -17.647 -24.002
H 13.163 -16.648 -23.044
C 5.776 -19.798 -25.444
O 5.540 -21.148 -25.852
C 5.698 -21.395 -27.244
C 5.688 -22.895 -27.616
N 6.890 -23.612 -27.244
C 6.837 -25.051 -27.448
C 8.149 -25.658 -27.066
O 9.177 -25.468 -28.111
C 10.227 -26.538 -28.137
H 5.261 -19.090 -26.094
H 6.788 -19.397 -25.516
H 5.381 -19.525 -24.466
H 6.654 -21.019 -27.607
H 4.801 -20.985 -27.709
H 5.650 -22.963 -28.703
H 4.787 -23.404 -27.273
H 7.643 -23.241 -27.805
H 6.599 -25.414 -28.448
H 6.205 -25.450 -26.654
H 8.047 -26.736 -26.941
H 8.480 -25.237 -26.117
H 10.933 -26.367 -28.950
H 9.782 -27.483 -28.446
H 10.724 -26.631 -27.171
C 8.701 -18.567 -21.871
O 8.768 -19.999 -21.860
C 8.766 -20.674 -23.173
C 10.115 -20.541 -24.004
N 11.325 -20.917 -23.245
C 12.554 -20.732 -24.016
C 13.802 -20.605 -23.079
O 14.009 -19.277 -22.584
C 15.230 -19.126 -21.905
H 9.568 -18.204 -22.423
H 8.756 -18.263 -20.826
H 7.768 -18.186 -22.287
H 7.960 -20.312 -23.812
H 8.578 -21.734 -23.001
H 10.259 -19.503 -24.303
H 10.005 -21.195 -24.870
H 11.448 -20.348 -22.420
H 12.455 -19.890 -24.701
H 12.588 -21.551 -24.734
H 14.762 -20.975 -23.439
H 13.662 -21.213 -22.185
H 15.073 -19.244 -20.833
H 15.560 -18.087 -21.937
H 16.128 -19.636 -22.251
C 14.758 -22.381 -19.029
O 14.696 -23.619 -19.773
C 13.389 -24.088 -20.048
C 13.357 -25.395 -20.753
N 13.861 -25.360 -22.102
C 15.300 -25.134 -22.135
C 15.865 -25.198 -23.607
O 15.481 -24.125 -24.353
C 15.510 -24.327 -25.771
H 14.252 -22.465 -18.067
H 14.118 -21.664 -19.542
H 15.733 -21.911 -18.905
H 13.000 -23.412 -20.810
H 12.715 -23.972 -19.200
H 12.316 -25.716 -20.789
H 13.813 -26.234 -20.228
H 13.375 -24.561 -22.483
H 15.719 -26.016 -21.652
H 15.625 -24.157 -21.776
H 15.497 -26.077 -24.136
H 16.945 -25.346 -23.598
H 16.541 -24.481 -26.087
H 15.085 -23.528 -26.380
H 14.972 -25.226 -26.071
C 18.567 -18.380 -21.061
O 17.772 -17.411 -21.770
C 18.437 -16.892 -22.928
C 18.481 -17.903 -24.094
N 17.115 -18.131 -24.622
C 17.063 -19.358 -25.453
C 15.682 -19.379 -26.184
O 15.742 -20.537 -27.000
C 14.484 -20.780 -27.552
H 17.966 -18.696 -20.208
H 19.527 -17.954 -20.772
H 18.826 -19.247 -21.669
H 19.396 -16.532 -22.557
H 17.976 -15.926 -23.137
H 18.993 -18.805 -23.759
H 19.072 -17.427 -24.876
H 16.536 -18.233 -23.801
H 17.215 -20.262 -24.864
H 17.923 -19.408 -26.121
H 15.657 -18.458 -26.767
H 14.951 -19.440 -25.378
H 14.133 -20.111 -28.337
H 13.646 -20.827 -26.856
H 14.515 -21.748 -28.052
C 20.916 -20.520 -18.390
O 19.752 -20.594 -19.171
C 19.017 -21.862 -19.136
C 18.069 -21.941 -20.348
N 18.910 -22.169 -21.506
C 18.146 -22.354 -22.708
C 19.172 -22.472 -23.892
O 19.781 -21.188 -24.062
C 20.397 -20.984 -25.303
H 21.290 -19.497 -18.402
H 21.731 -21.038 -18.897
H 20.853 -20.900 -17.370
H 18.494 -21.825 -18.180
H 19.727 -22.689 -19.142
H 17.479 -21.038 -20.506
H 17.359 -22.757 -20.206
H 19.374 -21.279 -21.616
H 17.520 -21.494 -22.946
H 17.430 -23.176 -22.700
H 18.669 -22.708 -24.830
H 19.879 -23.286 -23.736
H 20.879 -20.023 -25.123
H 19.621 -20.880 -26.061
H 21.163 -21.711 -25.575
C 6.746 -22.742 -16.464
O 6.700 -21.824 -17.521
C 7.076 -22.432 -18.744
C 6.962 -21.370 -19.821
N 5.588 -21.004 -20.197
C 5.639 -19.797 -21.067
C 4.246 -19.230 -21.359
O 4.358 -18.185 -22.292
C 3.142 -17.659 -22.833
H 6.079 -23.593 -16.600
H 6.533 -22.362 -15.465
H 7.719 -23.221 -16.353
H 6.416 -23.250 -19.033
H 8.092 -22.815 -18.654
H 7.550 -21.772 -20.646
H 7.632 -20.550 -19.565
H 5.089 -20.764 -19.352
H 6.222 -20.047 -21.954
H 6.223 -18.987 -20.632
H 3.833 -18.929 -20.396
H 3.531 -19.947 -21.762
H 2.737 -18.249 -23.655
H 3.407 -16.639 -23.109
H 2.362 -17.767 -22.079
*
```

Energy above the lowest of the compared OMol25 structures with the same formula, charge and spin (eV): 1.2263
Frontier orbital gap (eV): 8.739
HOMO (eV): -8.32

DFT (ωB97M-V with the def2-TZVPD basis set) results for a cluster of 2 separate species, C3H9NO2 in total.

Structure (ORCA input):
```
! wB97M-V def2-TZVPD RIJCOSX def2/J DEFGRID3
* xyz 0 1
C -2.587 -0.983 0.315
O -2.886 0.424 -0.156
H -2.146 0.997 0.014
H -1.767 -1.108 1.031
H -3.616 -1.134 0.526
H -2.375 -1.552 -0.554
C 1.641 0.271 -1.191
C 1.209 0.178 0.238
O 0.284 -0.477 0.630
N 2.192 0.606 1.183
H 1.803 0.855 1.995
H 3.119 1.210 0.970
H 2.267 1.137 -1.612
H 0.657 0.176 -1.827
H 2.206 -0.601 -1.562
*
```

Energy above the lowest of the compared OMol25 structures with the same formula, charge and spin (eV): 2.3504
Frontier orbital gap (eV): 10.390
HOMO (eV): -9.75
SMILES string: CC(N)=O.CO

| no. | E_tot (Eh) |
| --- | --- |
| 1 | -652.382494 |
| 2 | -552.680896 |
| 3 | -4615.530462 |
| 4 | -2750.746507 |
| 5 | -629.381830 |
| 6 | -595.730531 |
| 7 | -438.877702 |
| 8 | -4946.189997 |
| 9 | -324.886238 |